A single H3OPSi molecule in a non-equilibrium geometry. Source: OMol25; level of theory: ωB97M-V/def2-TZVPD.

Properties
Calculated total energy ... -707.826023 hartree
SMILES ... O1[SiH2]P1
Highest occupied orbital energy ... -9.0 eV
Frontier orbital gap ... 8.951 eV
ΔE to the lowest compared entry with this formula, charge and spin ... 16.46 kcal/mol
E_LUMO ... -0.04 eV

Bonds (Å) are listed after each position.
Positions of all 6 atoms, in Å:
1 O -0.9102 -0.6903 0.0288  Si2 1.544, P3 1.746
2 Si 0.5936 -0.4102 0.2360  O1 1.544, P3 2.241, H4 1.628, H5 1.411
3 P -1.1420 0.9969 0.4141  O1 1.746, Si2 2.241, H6 1.434
4 H 1.2460 -0.3521 -1.2543  Si2 1.628
5 H 0.9051 -1.2620 1.3172  Si2 1.411
6 H -0.6925 1.7176 -0.7418  P3 1.434

Partial charges, Mulliken, in e:
1. O -0.2193
2. Si 0.2508
3. P 0.0390
4. H -0.0363
5. H -0.0606
6. H 0.0264